Formula: C4H14N3S
Source: the Open Molecules 2025 dataset
Level of theory: ωB97M-V/def2-TZVPD

Cartesian coordinates (Å):
C: 0.76951 3.15515 -0.29621
N: 0.85615 1.69146 -0.05513
C: 1.89354 1.17535 0.56673
N: 2.00190 -0.07199 1.00927
H: 0.09727 3.68645 0.35588
H: 0.46436 3.33988 -1.34465
H: 1.76843 3.58426 -0.11227
H: 0.18518 1.06385 -0.47303
H: 2.66093 1.86487 0.96122
H: 1.32570 -0.74815 0.66543
H: 2.83273 -0.38233 1.50310
C: -1.69264 -0.95625 0.77913
C: -1.08214 -1.67509 -0.42102
S: -0.35171 -0.64924 -1.77732
N: -2.07693 -1.89185 1.87283
H: -1.02115 -0.11300 1.09208
H: -2.58303 -0.41508 0.46275
H: -0.25962 -2.27861 -0.11323
H: -1.85591 -2.36897 -0.85900
H: 0.68852 -1.48957 -2.07415
H: -1.23667 -2.38561 2.10919
H: -2.23693 -1.25849 2.70317

- Energy above the lowest of the compared OMol25 structures with the same formula, charge and spin: 37.4 kcal/mol
- Orbital gap: 9.71 eV
- LUMO: -0.123 hartree
- Calculated total energy: -723.00691 Eh
- Charge: +1

natural (NBO) atomic charge list, values in e, 2 entries: number 1, C, carries -0.417; number 2, N, carries -0.527



Formula: C6H39NO14
Source: the Open Molecules 2025 dataset
Level of theory: ωB97M-V/def2-TZVPD

Cartesian coordinates (Å):
C: 1.31178 -1.46236 -1.87212
N: 1.39242 -1.11219 -0.44867
C: 0.20506 -0.58515 0.11102
C: 0.24165 -0.50282 1.69006
C: 0.16166 -1.89993 2.27496
C: 1.49138 0.20975 2.22015
C: -0.00567 0.88719 -0.35790
O: -1.09217 1.29990 -0.57981
H: 0.31792 -1.88806 -2.01962
H: 2.07251 -2.21468 -2.08736
H: 1.46916 -0.61648 -2.55152
H: 2.20606 -0.48408 -0.36017
H: -0.66353 -1.23533 -0.01575
H: -0.64191 0.07782 1.94084
H: -0.73854 -2.41913 1.92331
H: 0.06745 -1.87440 3.36069
H: 0.97502 -2.58302 2.02435
H: 2.18080 0.69712 1.51874
H: 1.18433 1.08982 2.80081
H: 2.12654 -0.41116 2.84931
H: 0.89225 1.52245 -0.40438
H: -0.67366 3.77989 -0.28239
H: -0.85190 4.81330 -1.39994
O: -0.19226 4.44768 -0.79461
H: 4.65917 1.36258 -0.18623
H: 3.06414 1.51293 -0.35012
O: 3.83220 0.94144 -0.42822
H: 0.91556 2.89642 -1.86942
H: 2.05401 3.36511 -2.78075
O: 1.53208 2.59296 -2.54703
H: 2.14877 -4.15777 -0.53241
H: 2.22588 -2.96619 0.41122
O: 2.44660 -3.90080 0.34966
H: -2.28479 1.28494 3.71295
H: -1.20963 0.89125 4.70321
O: -1.46644 1.61322 4.11546
H: -0.87506 -2.44942 -3.58840
H: -1.08085 -3.35248 -2.31355
O: -1.53523 -2.84917 -3.01351
H: -2.50259 -1.53395 -2.25225
H: -2.30006 -0.03299 -1.81900
O: -2.80886 -0.83294 -1.65072
H: -1.71270 2.07155 1.69781
H: -1.06621 3.11178 2.50365
O: -1.06901 2.77839 1.59232
H: -0.73874 0.90399 -4.79725
H: -0.15430 1.17114 -3.40975
O: -0.61647 0.49977 -3.92960
H: 1.62460 4.16553 0.51664
H: 1.14897 2.97621 1.37535
O: 1.75191 3.22036 0.65983
H: -2.58246 -1.39677 -0.07076
H: -3.31665 -2.57549 0.59272
O: -2.59359 -1.95854 0.75571
H: 0.32777 -3.33761 0.05127
H: -1.16520 -3.29490 -0.18080
O: -0.34667 -3.65174 -0.55919
H: -2.75415 -0.11889 1.36019
H: -3.82572 0.76069 0.81767
O: -3.16264 0.75324 1.52329

- Energy above the lowest of the compared OMol25 structures with the same formula, charge and spin: 0.0 kcal/mol
- Orbital gap (spin up / spin down): 10.83 / 6.48 eV
- LUMO (spin up / spin down): -0.129 / -0.287 hartree
- Calculated total energy: -1359.82669 Eh
- Charge: +1
- 2S+1: 2

natural (NBO) atomic charge list, values in e, 2 entries: number 1, C, carries -0.477; number 2, N, carries -0.317



Formula: C9H11F2NO
Source: the Open Molecules 2025 dataset
Level of theory: ωB97M-V/def2-TZVPD

Cartesian coordinates (Å):
F: 0.40666 0.83765 4.35951
C: -0.04228 0.02214 3.38018
C: -1.40939 -0.17609 3.24736
C: -1.87292 -1.01779 2.23660
C: -0.95095 -1.62847 1.39803
F: -1.39978 -2.44397 0.41871
C: 0.41619 -1.43021 1.53088
C: 0.87953 -0.58857 2.54159
H: -2.10205 0.32817 3.93406
H: -2.94565 -1.20382 2.09436
H: 1.10887 -1.93446 0.84420
H: 1.95226 -0.40252 2.68384
C: 0.44243 -0.63557 -3.61731
N: 0.06993 0.45652 -2.73938
C: 1.01352 1.14069 -2.03472
C: 0.48077 2.25497 -1.15901
O: 2.20558 0.85965 -2.11662
H: -0.46750 -1.04676 -4.08588
H: 0.94323 -1.44128 -3.05461
H: 1.12181 -0.28783 -4.41364
H: -0.91369 0.72099 -2.64415
H: -0.22034 1.86300 -0.40309
H: 1.32557 2.73701 -0.63886
H: -0.04173 3.01646 -1.76212

- Energy above the lowest of the compared OMol25 structures with the same formula, charge and spin: 0.0 kcal/mol
- Orbital gap: 10.06 eV
- LUMO: 0.026 hartree
- Calculated total energy: -679.28337 Eh
- Charge: 0
- SMILES: Fc1ccc(F)cc1.CNC(C)=O

natural (NBO) atomic charge list, values in e, 2 entries: number 1, F, carries -0.323; number 2, C, carries 0.372



Formula: C33H52Cl2O5PSeTeTi
Source: the Open Molecules 2025 dataset
Level of theory: ωB97M-V/def2-TZVPD

Cartesian coordinates (Å):
Ti: -0.30091 0.09550 -0.16466
C: -2.82476 1.68192 6.76426
C: -3.14261 2.64869 5.61425
C: -4.64291 2.56936 5.31709
C: -2.80890 4.08883 6.02996
C: -2.29519 2.26565 4.40363
C: -2.85761 1.87997 3.19182
C: -2.02828 1.50065 2.15775
Se: -2.72668 1.00324 0.41632
C: -3.21406 -0.81880 0.85825
C: -4.37881 -1.10359 1.54848
C: -4.68411 -2.42059 1.85346
C: -3.83217 -3.40923 1.35625
C: -2.68209 -3.16507 0.61327
C: -2.33401 -1.81327 0.42437
O: -1.18537 -1.38151 -0.14440
C: -1.91404 -4.31568 -0.05586
C: -0.45560 -4.41179 0.40672
C: -1.93124 -4.08657 -1.57841
C: -2.57602 -5.66665 0.22720
C: -5.93550 -2.80985 2.63395
C: -6.86670 -3.59448 1.69467
C: -6.69158 -1.58745 3.16014
C: -5.54381 -3.68591 3.83266
C: -0.63163 1.51467 2.26507
O: 0.03342 1.05393 1.17983
C: -0.03299 1.98259 3.44446
C: -0.90681 2.31727 4.47865
C: 1.47344 2.23015 3.66696
C: 1.63355 3.71803 4.02613
C: 2.38869 1.96521 2.46596
C: 1.96988 1.36746 4.83585
H: -3.43172 1.92859 7.63702
H: -1.77479 1.73243 7.05576
H: -3.04907 0.65348 6.47341
H: -5.20196 2.85539 6.20789
H: -4.94212 1.55373 5.04903
H: -4.92392 3.25124 4.51231
H: -3.42228 4.38337 6.88274
H: -3.01111 4.77736 5.20748
H: -1.76183 4.19572 6.31522
H: -3.92629 1.86159 3.03423
H: -5.02246 -0.28636 1.84321
H: -4.09938 -4.43980 1.54133
H: 0.09163 -3.50089 0.19342
H: 0.03337 -5.22613 -0.13133
H: -0.39183 -4.63215 1.47441
H: -1.40113 -3.17190 -1.84356
H: -2.95744 -4.02272 -1.94770
H: -1.43480 -4.91921 -2.07920
H: -2.53658 -5.91640 1.28922
H: -2.03494 -6.44188 -0.31542
H: -3.61446 -5.68477 -0.10807
H: -7.13963 -2.97820 0.83604
H: -7.78008 -3.88402 2.21664
H: -6.38373 -4.50023 1.32620
H: -7.06177 -0.96167 2.34603
H: -6.06490 -0.98380 3.82065
H: -7.55412 -1.92324 3.73580
H: -5.09026 -4.62702 3.51942
H: -6.43266 -3.92305 4.41900
H: -4.83891 -3.16214 4.48162
H: -0.46543 2.65980 5.40569
H: 1.23227 4.35012 3.23186
H: 2.68972 3.95630 4.15768
H: 1.11368 3.96477 4.95207
H: 2.11603 2.57449 1.60423
H: 2.40145 0.91876 2.17515
H: 3.40676 2.23210 2.75344
H: 1.41467 1.57810 5.75096
H: 3.02504 1.57242 5.02421
H: 1.86091 0.31022 4.60506
Cl: -0.47555 -1.76862 5.03966
C: -0.83944 -1.91000 3.32218
Cl: 0.57925 -1.54894 2.29305
H: -1.62182 -1.20123 3.07532
H: -1.14214 -2.92919 3.11654
C: -3.57075 -1.01139 -3.08127
C: -2.15002 -0.74597 -3.53191
O: -1.52297 0.08722 -2.53099
P: 0.00556 0.62331 -2.63317
O: -0.02027 1.54038 -1.40661
Te: 1.52501 -1.08629 -1.97032
O: 0.11058 1.40441 -3.98844
C: -0.64637 2.64905 -4.14786
C: -1.10607 2.76128 -5.58105
H: -4.12697 -1.50254 -3.87806
H: -4.06179 -0.06897 -2.83459
H: -3.57906 -1.64552 -2.19383
H: -2.12435 -0.22482 -4.48995
H: -1.58270 -1.67593 -3.62459
H: 0.02586 3.46331 -3.88341
H: -1.48784 2.65422 -3.45354
H: -0.25717 2.89118 -6.25017
H: -1.76435 3.62413 -5.67751
H: -1.65598 1.87223 -5.88962

- Energy above the lowest of the compared OMol25 structures with the same formula, charge and spin: 29.0 kcal/mol
- Orbital gap: 7.75 eV
- LUMO: -0.131 hartree
- Calculated total energy: -6445.50880 Eh
- Charge: +1

Löwdin atomic charge list, values in e, 2 entries: number 1, Ti, carries 0.599; number 2, C, carries -0.035



Formula: C33H42AsN5O3SSe2Ti
Source: the Open Molecules 2025 dataset
Level of theory: ωB97M-V/def2-TZVPD

Cartesian coordinates (Å):
Ti: 0.25434 -0.44516 -0.73417
Se: 2.05092 -3.45302 -2.60861
Se: -0.14362 -2.74833 -2.52172
C: -0.38923 -3.35703 -0.70635
C: -0.81628 -4.63668 -0.41411
C: -0.82051 -5.02940 0.91482
C: -0.37419 -4.13528 1.87842
C: 0.00353 -2.86687 1.48917
N: -0.02215 -2.46484 0.21103
C: 2.81326 -1.71903 -2.94962
C: 3.93302 -1.70623 -3.77396
C: 4.54390 -0.49654 -4.05081
C: 4.01722 0.64843 -3.47405
C: 2.90740 0.53614 -2.65856
N: 2.28885 -0.62610 -2.39207
H: -1.11579 -5.30319 -1.21034
H: -1.15120 -6.02233 1.18875
H: -0.32005 -4.41642 2.92020
H: 0.36716 -2.14910 2.21070
H: 4.28807 -2.63485 -4.20036
H: 5.40093 -0.44807 -4.70922
H: 4.44987 1.62108 -3.66041
H: 2.49905 1.41687 -2.18761
C: -4.11361 -1.98736 -3.16992
C: -3.14550 -0.83454 -2.96848
C: -3.84584 0.52204 -2.97675
O: -2.12028 -0.84611 -3.96776
C: -2.40401 -1.00464 -1.61975
O: -2.72277 -1.83994 -0.81030
O: -1.37939 -0.17500 -1.38737
H: -4.63268 -1.87596 -4.12216
H: -4.84889 -2.00993 -2.36766
H: -3.57652 -2.93531 -3.17069
H: -4.21530 0.72537 -3.98257
H: -3.15459 1.31563 -2.69533
H: -4.69475 0.52531 -2.29290
H: -2.53799 -0.74143 -4.83118
C: -0.09372 1.66052 -3.27496
C: 0.21692 2.17573 -1.89819
C: 0.23452 3.47943 -1.51743
C: 0.84747 3.55058 -0.22715
C: 1.17412 2.28590 0.14989
C: 2.04420 1.91225 1.31029
N: 0.75890 1.38358 -0.85827
H: 0.71488 1.92342 -3.96132
H: -0.99604 2.13469 -3.65850
H: -0.22321 0.58521 -3.32426
H: -0.12149 4.31379 -2.10075
H: 1.04270 4.44935 0.33662
H: 1.97375 2.68232 2.07841
H: 3.08832 1.86268 0.98609
H: 1.78609 0.95015 1.73890
C: -2.46235 -0.92710 2.17328
As: -1.02292 0.23282 1.53881
C: -0.25766 0.54844 3.32426
C: -2.01156 1.91838 1.19031
C: -3.01126 2.25022 2.25632
C: -4.34529 1.87214 2.12299
C: -5.26520 2.14549 3.12367
C: -4.86099 2.79539 4.28099
C: -3.53991 3.19813 4.41491
C: -2.62373 2.93033 3.40917
H: -3.08164 -0.32614 2.83551
H: -2.04825 -1.76117 2.73569
H: -3.06274 -1.31011 1.35531
H: -1.09482 0.61586 4.01515
H: 0.31536 1.47070 3.35770
H: 0.38128 -0.28403 3.61961
H: -2.49668 1.77684 0.22338
H: -1.26949 2.70698 1.08352
H: -4.67134 1.36991 1.21819
H: -6.29935 1.85333 2.99783
H: -5.57457 3.00175 5.06703
H: -3.22299 3.73019 5.30226
H: -1.60225 3.27995 3.51069
C: 4.01967 -0.21335 3.22739
N: 4.70045 -0.43793 1.96611
C: 6.05707 -0.25004 1.76873
C: 6.32654 -0.55678 0.48541
N: 5.12656 -0.92262 -0.08754
C: 4.13238 -0.86270 0.82064
S: 2.52961 -1.37696 0.57904
H: 4.55609 -0.71738 4.02880
H: 3.01489 -0.61877 3.15629
H: 3.97353 0.85247 3.44681
H: 6.71262 0.06465 2.56144
H: 7.25329 -0.53889 -0.05918
H: 5.00582 -1.26178 -1.02821

- Energy above the lowest of the compared OMol25 structures with the same formula, charge and spin: 20.3 kcal/mol
- Orbital gap: 6.48 eV
- LUMO: -0.233 hartree
- Calculated total energy: -10068.10130 Eh
- Charge: +2

Löwdin atomic charge list, values in e, 2 entries: number 1, Ti, carries 0.811; number 2, Se, carries 0.798



> Look up the charge of the fifth one.

+2



> Look up the charge of the third one.

0